{"formula": "C54H110N6O4", "method": "the ωB97M-V functional and the def2-TZVPD basis", "elements": ["C", "C", "C", "O", "C", "C", "C", "O", "O", "O", "H", "H", "C", "C", "C", "N", "C", "C", "C", "C", "C", "H", "H", "H", "H", "H", "H", "H", "H", "H", "H", "H", "H", "H", "H", "H", "H", "H", "H", "C", "C", "C", "N", "C", "C", "C", "C", "C", "H", "H", "H", "H", "H", "H", "H", "H", "H", "H", "H", "H", "H", "H", "H", "H", "H", "H", "C", "C", "C", "N", "C", "C", "C", "C", "C", "H", "H", "H", "H", "H", "H", "H", "H", "H", "H", "H", "H", "H", "H", "H", "H", "H", "H", "C", "C", "C", "N", "C", "C", "C", "C", "C", "H", "H", "H", "H", "H", "H", "H", "H", "H", "H", "H", "H", "H", "H", "H", "H", "H", "H", "C", "C", "C", "N", "C", "C", "C", "C", "C", "H", "H", "H", "H", "H", "H", "H", "H", "H", "H", "H", "H", "H", "H", "H", "H", "H", "H", "C", "C", "C", "N", "C", "C", "C", "C", "C", "H", "H", "H", "H", "H", "H", "H", "H", "H", "H", "H", "H", "H", "H", "H", "H", "H", "H"], "positions_angstrom": [[0.020220, 11.738030, 11.216150], [-0.185180, 11.318200, 9.954860], [-1.653960, 11.088370, 9.469390], [-1.954280, 10.777380, 8.289980], [-2.761280, 11.176220, 10.252530], [-2.646420, 11.452240, 11.635470], [-1.120970, 11.793530, 12.182900], [-0.990770, 12.293910, 13.279160], [-3.672040, 11.765240, 12.324780], [0.795130, 11.374700, 9.137030], [0.971950, 12.105110, 11.570920], [-3.756890, 11.036300, 9.858070], [-8.385300, 12.391110, 12.494620], [-7.605340, 13.411470, 11.762000], [-7.083910, 12.756700, 10.455420], [-6.254540, 13.766960, 9.541590], [-7.214490, 14.926830, 9.008940], [-5.491710, 12.993900, 8.389250], [-4.126420, 13.613190, 8.168310], [-3.931090, 14.580790, 9.349510], [-5.100780, 14.415300, 10.427900], [-8.805200, 11.631940, 11.834740], [-9.255640, 12.803950, 13.004690], [-7.882860, 12.049490, 13.399570], [-6.975990, 13.962020, 12.461220], [-8.261490, 14.173130, 11.340750], [-7.831110, 12.369890, 9.762480], [-6.369600, 11.983290, 10.737730], [-7.503430, 15.644700, 9.776580], [-8.179580, 14.561500, 8.657890], [-6.567950, 15.489430, 8.335470], [-6.191200, 13.079720, 7.557710], [-5.396800, 11.978620, 8.774340], [-4.144220, 14.112150, 7.199380], [-3.333060, 12.898350, 7.949950], [-3.976340, 15.586850, 8.932480], [-2.991120, 14.325400, 9.838710], [-5.451420, 15.329230, 10.907380], [-4.901900, 13.654300, 11.182500], [5.262150, 4.902280, 8.136440], [4.608980, 6.297470, 7.942900], [3.420490, 6.397620, 8.820120], [2.637080, 7.718970, 8.718350], [2.462220, 8.037230, 7.199170], [3.353050, 8.845280, 9.482170], [2.749860, 8.737260, 10.888760], [1.476850, 7.897140, 10.896130], [1.205800, 7.726010, 9.393910], [5.899470, 4.861620, 9.019770], [5.766890, 4.538280, 7.241540], [4.475080, 4.170060, 8.316660], [4.274240, 6.383630, 6.909150], [5.327600, 7.053130, 8.260170], [3.651160, 6.319330, 9.882560], [2.659980, 5.633580, 8.658990], [1.739180, 8.831710, 7.014460], [2.185460, 7.246060, 6.502360], [3.415930, 8.477330, 6.907890], [3.124990, 9.821640, 9.054610], [4.424500, 8.655480, 9.418320], [2.740400, 9.617660, 11.531340], [3.466900, 8.257750, 11.555110], [0.693810, 8.531630, 11.311320], [1.587060, 6.977080, 11.470100], [0.553650, 8.540150, 9.077710], [0.634750, 6.846130, 9.097580], [3.883130, 18.759530, 9.214320], [3.732200, 17.269920, 9.295580], [2.487430, 16.891370, 10.105800], [1.901380, 15.465550, 9.840950], [2.839750, 14.510380, 10.554560], [1.699940, 15.023860, 8.453530], [0.350100, 15.710120, 8.043970], [-0.401470, 16.098660, 9.341010], [0.442380, 15.372300, 10.404980], [4.171560, 19.243430, 10.147460], [2.959480, 19.096940, 8.744070], [4.598760, 19.143220, 8.487170], [4.603460, 16.870280, 9.814520], [3.705170, 16.851530, 8.289430], [1.768260, 17.628090, 9.747850], [2.702350, 17.162510, 11.139440], [3.025020, 14.799070, 11.589180], [3.648540, 14.319130, 9.849320], [2.340930, 13.541900, 10.517890], [1.598850, 13.938690, 8.436560], [2.503410, 15.316440, 7.777560], [-0.212200, 15.204920, 7.258680], [0.410940, 16.606500, 7.426800], [-1.441920, 15.779910, 9.404060], [-0.339460, 17.158460, 9.588180], [0.313470, 14.294660, 10.304130], [0.327420, 15.618130, 11.460660], [-4.030140, 15.568100, 13.801950], [-3.517230, 15.055670, 15.156640], [-3.427340, 13.583270, 15.166390], [-3.895780, 12.984250, 16.476560], [-2.948060, 13.500360, 17.685450], [-3.835010, 11.391000, 16.327000], [-5.242640, 10.836240, 16.171690], [-6.160180, 11.984710, 15.921220], [-5.418600, 13.078000, 16.805880], [-3.417030, 15.133800, 13.012290], [-3.852670, 16.639630, 13.893860], [-5.100040, 15.457970, 13.625080], [-4.076020, 15.412750, 16.021710], [-2.460710, 15.316560, 15.218240], [-2.397990, 13.262900, 15.005460], [-4.006990, 13.199400, 14.326890], [-2.835090, 14.578250, 17.569280], [-1.931560, 13.110540, 17.631720], [-3.325420, 13.233390, 18.672580], [-3.461330, 11.018380, 17.280730], [-3.158200, 11.138140, 15.510860], [-5.618020, 10.274320, 17.026940], [-5.196320, 10.163560, 15.315260], [-7.222800, 11.773060, 16.040110], [-6.017140, 12.306080, 14.889540], [-5.582910, 12.863010, 17.861760], [-5.735800, 14.103000, 16.613920], [5.362590, 7.767990, 18.121610], [4.956630, 9.181790, 17.740720], [3.528360, 9.339010, 17.557580], [3.030210, 10.706110, 16.959850], [3.541390, 11.967390, 17.642060], [1.495450, 10.897010, 17.010080], [1.145970, 11.647100, 15.707700], [2.181950, 11.420550, 14.700450], [3.372940, 10.728640, 15.443450], [6.358290, 7.419190, 17.847730], [4.650620, 7.035770, 17.740750], [5.261040, 7.681010, 19.203380], [5.457300, 9.462100, 16.813970], [5.371180, 9.712960, 18.597510], [3.081350, 9.290900, 18.550540], [3.008490, 8.554050, 17.008330], [3.565520, 11.841920, 18.724550], [3.055140, 12.871510, 17.275690], [4.617420, 12.050080, 17.489070], [0.992740, 11.292540, 17.892650], [1.103150, 9.885080, 16.909130], [0.848020, 12.684100, 15.862440], [0.149160, 11.258040, 15.500100], [2.467860, 12.360800, 14.228980], [1.823790, 10.792710, 13.884580], [4.357960, 11.140990, 15.224830], [3.280970, 9.676550, 15.173740], [-6.057260, 9.045740, 12.391140], [-5.368530, 8.854470, 11.033680], [-5.560100, 7.386700, 10.540550], [-4.704330, 6.957650, 9.252450], [-3.195830, 6.953030, 9.630570], [-5.118450, 7.796670, 8.013330], [-5.414010, 6.803130, 6.898930], [-5.114040, 5.430000, 7.457100], [-5.151320, 5.521510, 8.907940], [-5.839640, 10.063690, 12.714420], [-5.589450, 8.289230, 13.021170], [-7.136990, 8.896770, 12.381320], [-4.293110, 8.987980, 11.150930], [-5.751710, 9.526200, 10.265530], [-6.584150, 7.191120, 10.222450], [-5.386490, 6.561280, 11.230940], [-2.748980, 7.888560, 9.294110], [-2.752030, 6.102750, 9.112710], [-3.124440, 6.817100, 10.709700], [-4.290790, 8.490120, 7.864280], [-6.072390, 8.312680, 8.122110], [-4.660990, 7.113670, 6.174620], [-6.367940, 6.982780, 6.403100], [-4.095150, 5.218570, 7.132670], [-5.803320, 4.681750, 7.065810], [-4.595260, 4.807080, 9.514980], [-6.191280, 5.306890, 9.153960]], "forces_ev_per_angstrom": [[-3.2, -0.2, 3.8], [-1.1, 0.6, -2.3], [1.5, -0.7, -0.9], [1.2, -0.6, -2.9], [0.1, 0.5, 4.3], [2.2, 1.3, -0.4], [-1.3, -1.4, -4.7], [0.3, 1.5, 4.2], [-0.7, 0.0, 1.4], [0.7, -0.7, -1.5], [0.3, 0.0, 0.1], [-0.1, 0.0, -0.3], [-1.5, -0.3, 1.6], [-0.9, 0.9, -2.2], [2.4, 1.4, -0.1], [-0.6, 0.9, 1.5], [1.5, -0.8, 0.8], [-1.3, 0.2, 1.0], [-0.7, 0.4, -0.6], [-0.5, -0.1, 0.9], [0.1, -1.2, -2.5], [0.4, -0.4, 0.3], [-0.3, 0.5, -0.4], [0.6, -0.9, -0.6], [0.9, -0.4, -0.6], [-0.5, 0.3, 0.5], [-0.4, 0.0, 0.5], [0.1, -0.2, -0.3], [0.5, -0.4, 0.5], [0.5, -0.4, -0.7], [-0.5, -0.2, -0.5], [0.3, -0.4, -0.1], [-0.2, 0.0, -0.2], [-0.2, 0.7, 0.2], [0.0, -0.6, 1.0], [0.4, 0.2, 0.4], [0.0, 0.4, 0.1], [0.0, 0.0, -0.3], [0.5, -0.1, 0.0], [-0.7, 0.0, 0.1], [0.7, -0.9, -0.1], [-2.1, 0.6, 1.6], [-1.7, 0.9, -1.8], [0.6, 1.5, 0.6], [-0.8, -0.1, 0.0], [1.9, -0.6, 1.8], [-0.2, 0.8, -0.9], [0.4, -0.9, 0.5], [0.2, 0.1, -0.2], [0.3, 0.3, 0.2], [-0.1, -0.1, 0.0], [0.5, 0.3, 0.0], [0.1, 0.2, -0.6], [0.3, 0.0, 0.1], [0.1, -0.1, -0.4], [-0.2, 0.1, 0.8], [0.2, -0.6, 0.8], [0.0, -0.3, -0.2], [-0.3, -0.2, -0.3], [-0.1, 0.0, 0.1], [-0.9, 0.9, -1.1], [0.4, -0.9, -0.3], [-0.3, -0.3, 0.1], [0.0, 0.0, -0.2], [0.9, 0.7, -0.5], [0.5, -0.4, 0.0], [-0.3, 0.8, -0.9], [1.0, -1.2, 0.5], [-0.4, 0.8, -2.2], [0.8, 1.2, 3.2], [-1.2, -1.0, -1.3], [-1.3, 1.1, -1.5], [-0.4, 0.9, -0.8], [1.0, -0.7, 0.9], [0.5, -1.0, -1.0], [-0.6, 0.0, 0.1], [-0.3, 0.7, 0.7], [0.5, -0.7, 0.0], [0.2, -0.3, -0.2], [0.0, 0.0, 0.0], [-0.6, -0.4, 0.2], [-0.5, -1.0, 0.3], [0.3, 0.2, -0.4], [0.7, 0.7, 0.7], [-0.3, -0.1, 0.4], [-0.1, -0.1, 0.3], [0.1, 0.0, 0.4], [-0.2, -1.2, 0.8], [1.2, 0.6, 0.4], [0.2, 0.0, -0.1], [-0.2, 0.1, -0.5], [-0.6, -0.2, 0.3], [0.4, 0.4, -0.2], [0.4, 1.0, 1.1], [0.4, 0.4, -0.5], [-0.7, -1.1, 0.2], [-0.1, -2.5, 1.6], [-0.9, -0.2, -1.4], [0.6, 0.6, 1.2], [0.1, -1.1, -0.8], [1.7, 1.8, -0.3], [-0.6, 0.7, -0.8], [-0.2, 0.0, -0.1], [0.0, 0.2, -0.7], [0.0, -0.4, 0.1], [0.0, 0.4, -0.2], [-0.2, 1.1, 0.4], [-0.1, -0.5, -0.1], [0.0, -0.8, 0.2], [-0.4, -0.1, 0.1], [-0.3, -0.5, -0.7], [-0.5, 0.0, -0.4], [0.5, 0.2, -0.1], [-0.1, 0.3, 0.0], [0.5, 0.0, 0.2], [-0.3, -0.2, 0.0], [0.2, 0.4, 0.7], [-0.2, 0.1, -0.2], [0.4, 0.0, 0.0], [0.0, -0.1, 0.0], [-1.0, -1.2, 0.5], [2.7, -0.1, -0.7], [-2.8, 1.3, 1.3], [0.0, 1.2, 0.2], [1.9, -1.0, 0.3], [0.1, -1.4, -1.7], [-2.7, 0.2, 2.3], [1.5, 0.0, -0.9], [-1.6, -0.4, 0.0], [0.0, 0.5, -0.1], [0.1, -0.2, -0.3], [0.2, -0.2, 0.1], [0.4, 0.2, 0.1], [-0.3, 1.0, -0.5], [-0.4, 0.2, 0.1], [0.3, 0.2, -0.5], [-1.0, 0.0, 0.0], [-0.2, -0.4, 0.1], [0.0, 0.1, -0.7], [1.1, 0.3, 0.4], [0.0, -0.2, 0.0], [0.8, 0.3, 0.2], [0.1, -0.2, -0.9], [0.2, -0.1, 0.1], [0.1, -0.1, 0.1], [-0.1, -0.1, 0.4], [0.6, 0.0, -0.1], [0.5, -0.1, -0.6], [0.1, -1.8, -0.3], [0.0, 0.0, -1.4], [-1.5, -0.1, 1.7], [-1.3, 0.1, -0.9], [0.0, -0.3, 0.9], [1.3, 1.3, -0.8], [1.1, -0.6, -2.2], [-0.7, 0.3, 1.7], [0.2, -0.1, 0.3], [-0.2, 0.3, 0.6], [0.0, -0.1, -0.2], [0.0, 0.6, 0.0], [0.2, 0.1, 0.0], [-0.1, 0.3, -0.2], [0.5, 0.4, 0.5], [0.0, 0.1, 0.2], [0.1, 0.1, 0.0], [0.0, 0.1, -0.2], [-0.2, 0.1, -0.3], [0.4, 0.3, 1.2], [-0.2, -0.7, -0.6], [-0.1, -0.3, 0.5], [0.0, -0.5, -0.2], [0.3, -0.1, 0.1], [0.4, 0.1, -0.3], [-0.2, 0.9, 0.7]], "lowdin_spin": [-0.0176, 0.1012, 0.1120, 0.1374, -0.0176, 0.1384, 0.1457, 0.1410, 0.1052, 0.0938, -0.0040, -0.0041, 0.0000, 0.0001, 0.0000, 0.0000, 0.0000, -0.0003, -0.0004, -0.0003, 0.0013, 0.0000, 0.0000, 0.0000, 0.0001, 0.0000, 0.0000, -0.0001, 0.0000, 0.0000, 0.0000, 0.0000, -0.0001, 0.0000, 0.0003, 0.0000, -0.0001, 0.0000, 0.0012, 0.0000, 0.0001, 0.0002, 0.0002, 0.0006, 0.0011, 0.0011, 0.0049, 0.0010, 0.0000, 0.0000, 0.0000, 0.0000, 0.0000, 0.0001, 0.0001, 0.0003, 0.0001, 0.0000, 0.0003, 0.0001, 0.0001, 0.0006, 0.0053, 0.0012, 0.0005, 0.0003, 0.0000, 0.0000, 0.0001, 0.0001, 0.0005, 0.0007, 0.0001, 0.0002, -0.0002, 0.0000, 0.0000, 0.0000, 0.0000, 0.0000, 0.0000, 0.0001, 0.0005, 0.0000, 0.0001, 0.0006, 0.0000, 0.0001, 0.0000, 0.0001, 0.0000, -0.0008, 0.0018, 0.0019, 0.0014, 0.0016, 0.0004, 0.0006, 0.0008, 0.0002, 0.0000, 0.0001, 0.0012, 0.0002, 0.0001, 0.0000, 0.0017, 0.0010, 0.0009, 0.0001, 0.0004, 0.0001, 0.0002, 0.0005, 0.0000, 0.0001, 0.0000, 0.0000, 0.0000, 0.0000, 0.0001, 0.0001, 0.0006, 0.0001, 0.0006, 0.0018, 0.0028, 0.0029, 0.0017, 0.0000, 0.0001, 0.0000, 0.0001, 0.0000, 0.0000, 0.0008, 0.0000, 0.0003, 0.0001, 0.0005, 0.0016, 0.0010, 0.0006, 0.0007, 0.0016, 0.0004, 0.0012, 0.0004, 0.0004, 0.0003, 0.0001, 0.0024, 0.0005, 0.0002, 0.0001, 0.0001, 0.0000, 0.0007, 0.0000, 0.0013, 0.0000, 0.0000, 0.0002, 0.0001, 0.0003, 0.0029, 0.0006, 0.0000, 0.0002, 0.0000, 0.0001, 0.0000, 0.0001, 0.0000], "largest_force_ev_per_a": 5.03, "charge": 3, "homo_ev": [-7.4, -10.0], "homo_lumo_gap_ev": [2.413, 4.969], "spin_multiplicity": 2, "energy_ev": -74879.4420}